[1]
{
  "formula": "CH3ClFNS",
  "method": "ωB97M-V/def2-TZVPD",
  "species": ["C", "N", "F", "S", "Cl", "H", "H", "H"],
  "xyz": [[0.6048, -0.0841, 0.9110], [-0.1439, 0.9951, -1.2985], [0.2995, -0.8328, 2.0305], [-0.9390, 0.0705, -0.1749], [-1.1039, -1.9422, -0.8963], [0.4895, 0.9348, 1.1378], [1.5675, -0.3996, 0.3513], [-0.7745, 1.2583, -2.0609]],
  "forces_ev_per_a": [[-0.688, -1.360, -0.845], [-1.361, -1.905, 2.265], [0.505, 0.242, -0.876], [2.582, 0.998, -3.028], [0.038, 0.083, 0.267], [1.152, 1.528, 0.844], [-1.953, 0.419, 0.885], [-0.274, -0.005, 0.489]],
  "mulliken_charge": [-0.096, -0.545, -0.231, 0.312, -0.224, 0.222, 0.333, 0.230],
  "homo_energy_ev": -9.46,
  "e_above_lowest_kj_mol": 150.04,
  "gap_ev": 9.18,
  "lumo_energy_ev": -0.2835,
  "fmax_ev_per_a": 4.102
}

=====

[2]
{
  "formula": "CH3ClFNS",
  "method": "ωB97M-V/def2-TZVPD",
  "species": ["C", "N", "F", "S", "Cl", "H", "H", "H"],
  "xyz": [[-0.0453, -0.8612, -0.2374], [1.2012, 1.5032, 0.0890], [-0.4347, -2.0908, 0.1375], [-0.7293, 0.4522, 0.8384], [-2.2775, 0.9644, -0.4784], [1.0014, -0.9193, -0.1354], [-0.3537, -0.7292, -1.1969], [1.6379, 1.6808, 0.9832]],
  "forces_ev_per_a": [[0.547, -0.415, 2.514], [-1.116, -0.408, -0.829], [-1.265, -1.539, 0.672], [0.474, 0.307, -1.702], [0.792, -0.038, 0.953], [1.300, 0.886, 0.072], [-0.795, 0.981, -2.742], [0.063, 0.224, 1.063]],
  "mulliken_charge": [-0.160, -0.410, -0.265, 0.109, -0.111, 0.294, 0.338, 0.205],
  "homo_energy_ev": [-9.34, -9.05],
  "e_above_lowest_kj_mol": 415.13,
  "gap_ev": [8.13, 8.05],
  "lumo_energy_ev": [-1.2100, -0.9993],
  "fmax_ev_per_a": 3.019
}

=====

[3]
{
  "formula": "CH3ClN2O2",
  "method": "ωB97M-V/def2-TZVPD",
  "species": ["C", "N", "N", "O", "O", "Cl", "H", "H", "H"],
  "xyz": [[0.0099, 0.5432, 1.0127], [0.1156, -0.7208, 0.3059], [0.2740, -0.2613, -1.5040], [0.7041, 0.8458, -1.6851], [0.0835, -1.2070, -2.2295], [-1.1789, -1.8036, 0.5454], [-0.9224, 0.9755, 0.6277], [0.0934, 0.4297, 2.2000], [0.8207, 1.1984, 0.7268]],
  "forces_ev_per_a": [[-1.011, -0.078, 1.324], [1.736, -0.130, -1.547], [-0.199, -1.307, 1.335], [-0.598, -1.337, 0.082], [0.220, 1.825, 1.101], [0.126, 0.691, -0.369], [-0.045, 0.581, 1.032], [-0.545, -0.094, -2.735], [0.316, -0.152, -0.223]],
  "mulliken_charge": [-0.593, -0.214, 0.876, -0.453, -0.459, -0.025, 0.348, 0.261, 0.259],
  "homo_energy_ev": [-9.69, -9.69],
  "e_above_lowest_kj_mol": 336.63,
  "gap_ev": [9.06, 9.06],
  "lumo_energy_ev": [-0.6366, -0.6366],
  "fmax_ev_per_a": 2.790
}

=====

[4]
{
  "formula": "CH3ClN2S",
  "method": "ωB97M-V/def2-TZVPD",
  "species": ["C", "N", "N", "S", "Cl", "H", "H", "H"],
  "xyz": [[0.8363, 0.9624, -0.0800], [-0.9628, -0.5353, 0.3339], [-0.4335, 0.6983, 0.0322], [2.3228, 1.4309, 0.1273], [1.2579, -2.1921, -0.2028], [-0.1409, -1.2972, 0.0754], [-1.9646, -0.4456, 0.2792], [-0.9151, 1.3786, -0.5652]],
  "forces_ev_per_a": [[0.960, -0.220, 1.431], [0.392, 0.775, 0.386], [2.375, 1.134, -1.253], [-2.389, -0.678, -0.563], [0.104, 0.320, -0.128], [-0.812, -0.426, 0.087], [-0.009, -0.605, -0.230], [-0.620, -0.301, 0.270]],
  "mulliken_charge": [0.428, -0.439, -0.005, -0.096, -0.670, 0.277, 0.208, 0.297],
  "homo_energy_ev": -8.84,
  "e_above_lowest_kj_mol": 297.58,
  "gap_ev": 7.02,
  "lumo_energy_ev": -1.8199,
  "fmax_ev_per_a": 2.915
}

=====

[5]
{
  "formula": "CH3ClN4",
  "method": "ωB97M-V/def2-TZVPD",
  "species": ["C", "N", "N", "N", "N", "Cl", "H", "H", "H"],
  "xyz": [[2.6210, 0.0622, 0.3234], [1.9026, -0.7580, -0.3065], [0.6999, -1.2024, -0.0213], [-0.6045, 0.5164, -0.8145], [-0.4037, -0.6293, -0.2814], [4.2666, 0.1900, -0.0964], [2.3095, 0.7251, 1.1318], [-1.5875, 0.6989, -0.9935], [-1.1780, -1.2854, -0.0602]],
  "forces_ev_per_a": [[-1.268, -0.182, 0.055], [1.339, 1.090, -1.100], [-1.634, -1.508, 1.597], [0.701, 0.689, -0.198], [-0.108, 0.006, -0.377], [0.473, 0.195, -0.135], [0.007, -0.239, 0.017], [-0.035, -0.578, 0.238], [0.525, 0.528, -0.097]],
  "mulliken_charge": [0.082, -0.070, -0.567, -0.739, 0.625, -0.123, 0.319, 0.207, 0.266],
  "homo_energy_ev": [-8.40, -8.40],
  "e_above_lowest_kj_mol": 113.33,
  "gap_ev": [9.21, 9.21],
  "lumo_energy_ev": [0.8064, 0.8062],
  "fmax_ev_per_a": 2.738
}

=====

[6]
{
  "formula": "CH3ClO2PS",
  "method": "ωB97M-V/def2-TZVPD",
  "species": ["C", "O", "O", "P", "S", "Cl", "H", "H", "H"],
  "xyz": [[-1.3305, 0.1692, -0.1654], [0.2380, -0.9576, 1.5965], [2.7120, -0.8497, -0.5600], [1.4341, -0.2755, -0.0813], [-0.1804, 0.0358, -1.5428], [1.8754, 1.6382, 0.4617], [-1.9518, -0.7638, -0.1211], [-2.0188, 0.9808, -0.3879], [-0.7780, 0.0226, 0.8003]],
  "forces_ev_per_a": [[-1.901, -1.223, -0.585], [3.771, 1.233, -3.669], [-0.738, -0.277, 0.050], [-2.843, -1.783, 2.962], [1.319, -0.453, 0.940], [0.000, 0.720, 0.354], [0.373, 0.641, -0.357], [0.181, 0.397, 0.437], [-0.163, 0.745, -0.133]],
  "mulliken_charge": [-0.755, -0.821, -0.567, 0.679, -0.219, -0.247, 0.251, 0.269, 0.409],
  "homo_energy_ev": -4.41,
  "e_above_lowest_kj_mol": 403.91,
  "gap_ev": 7.71,
  "lumo_energy_ev": 3.3049,
  "fmax_ev_per_a": 5.404,
  "total_charge": -1
}